C76H176BF4N2O4P4 | ωB97M-V/def2-TZVPD

Results
* net charge: +5
* 2S+1: 1
* strongest force on any atom: 11.8 eV Å⁻¹

CARTESIAN COORDINATES (ANGSTROEM)
C 1.72 -4.23 1.24
C 2.01 -4.61 2.67
C 3.23 -3.75 3.21
C 3.38 -3.83 4.76
P 4.29 -2.57 5.65
C 3.32 -1.06 5.72
C 1.87 -1.32 6.32
C 1.20 -0.09 6.81
C 1.98 0.70 7.86
C 5.79 -2.41 4.73
C 6.50 -3.77 4.50
C 7.91 -3.58 4.08
C 8.96 -2.89 4.95
C 4.66 -3.09 7.35
C 5.29 -1.91 8.22
C 6.22 -2.53 9.27
C 6.94 -1.60 10.25
H 0.88 -4.78 0.79
H 2.61 -4.39 0.61
H 1.53 -3.20 1.10
H 2.28 -5.67 2.81
H 1.21 -4.36 3.45
H 3.13 -2.67 2.84
H 4.20 -4.07 2.72
H 3.84 -4.82 4.92
H 2.46 -3.82 5.31
H 3.28 -0.59 4.79
H 4.00 -0.48 6.42
H 1.96 -2.06 7.09
H 1.31 -1.72 5.49
H 0.22 -0.30 7.28
H 1.13 0.47 5.88
H 1.36 1.56 8.22
H 2.95 1.02 7.45
H 2.07 0.11 8.74
H 6.52 -1.83 5.30
H 5.65 -1.90 3.69
H 5.87 -4.32 3.80
H 6.48 -4.28 5.47
H 7.94 -3.01 3.13
H 8.32 -4.58 3.84
H 9.95 -3.15 4.61
H 9.03 -3.29 5.96
H 8.76 -1.80 5.08
H 5.52 -3.81 7.26
H 3.80 -3.62 7.76
H 4.52 -1.35 8.73
H 5.82 -1.15 7.58
H 6.97 -3.11 8.75
H 5.66 -3.35 9.76
H 6.28 -1.22 11.02
H 7.27 -0.77 9.73
H 7.82 -2.08 10.69
C -6.63 -1.08 3.21
C -7.87 -0.94 4.11
C -9.16 -0.85 3.34
C -9.36 0.53 2.71
P -10.84 0.75 1.75
C -12.17 0.09 2.77
C -12.39 0.97 4.02
C -13.14 0.18 5.06
C -12.25 -0.81 5.82
C -11.15 2.46 1.26
C -10.19 3.12 0.35
C -10.26 4.66 0.29
C -9.70 5.28 1.57
C -10.74 -0.22 0.24
C -9.42 -0.63 -0.27
C -9.46 -0.97 -1.78
C -8.35 -1.87 -2.21
H -6.79 -1.89 2.49
H -5.74 -1.33 3.80
H -6.37 -0.13 2.69
H -7.76 -0.01 4.75
H -7.83 -1.87 4.68
H -9.94 -1.08 4.03
H -9.19 -1.64 2.56
H -8.60 0.82 2.01
H -9.44 1.37 3.43
H -11.83 -0.92 3.06
H -13.03 -0.03 2.13
H -12.93 1.87 3.74
H -11.35 1.29 4.36
H -14.00 -0.33 4.55
H -13.61 0.82 5.92
H -11.82 -1.53 5.15
H -12.88 -1.43 6.46
H -11.49 -0.25 6.33
H -11.33 3.00 2.19
H -12.14 2.37 0.75
H -10.53 2.88 -0.68
H -9.16 2.85 0.41
H -11.27 4.96 0.03
H -9.65 4.89 -0.58
H -9.55 6.36 1.48
H -8.75 4.80 1.88
H -10.32 5.15 2.45
H -11.29 0.37 -0.48
H -11.39 -1.10 0.48
H -9.10 -1.56 0.16
H -8.58 0.05 -0.05
H -9.65 -0.13 -2.41
H -10.34 -1.61 -1.97
H -8.14 -2.66 -1.40
H -7.37 -1.40 -2.31
H -8.47 -2.38 -3.14
C 6.37 1.35 4.51
C 5.29 1.75 3.46
C 6.10 1.89 2.14
C 5.27 2.65 0.96
P 6.24 2.62 -0.60
C 5.22 2.87 -2.04
C 5.80 2.92 -3.42
C 4.78 3.36 -4.54
C 3.53 2.54 -4.43
C 7.60 3.72 -0.45
C 8.89 3.44 -1.11
C 9.93 4.48 -0.70
C 11.25 4.24 -1.36
C 6.91 0.91 -0.76
C 5.81 -0.21 -0.74
C 6.10 -1.69 -0.95
C 4.74 -2.45 -0.72
H 7.05 2.17 4.67
H 7.02 0.57 4.11
H 6.01 1.01 5.47
H 4.71 2.67 3.71
H 4.47 1.00 3.53
H 6.42 0.89 1.75
H 7.00 2.42 2.37
H 5.04 3.67 1.27
H 4.38 2.08 0.73
H 4.80 3.85 -1.79
H 4.52 2.03 -1.92
H 6.17 1.95 -3.65
H 6.69 3.55 -3.48
H 5.26 3.20 -5.49
H 4.59 4.40 -4.41
H 2.79 2.88 -5.20
H 2.93 2.60 -3.53
H 3.72 1.49 -4.56
H 7.75 3.67 0.64
H 7.28 4.78 -0.70
H 8.74 3.44 -2.19
H 9.26 2.37 -0.84
H 9.96 4.47 0.40
H 9.60 5.46 -1.05
H 11.25 4.27 -2.42
H 11.55 3.21 -1.15
H 12.00 4.89 -1.00
H 7.67 0.79 -0.02
H 7.39 0.95 -1.69
H 4.96 0.01 -1.38
H 5.24 -0.27 0.22
H 6.82 -2.09 -0.21
H 6.51 -1.83 -1.99
H 3.95 -1.89 -1.29
H 4.45 -2.54 0.29
H 4.77 -3.47 -1.10
C -6.57 -6.63 -4.30
C -5.25 -6.07 -3.73
C -4.03 -6.78 -4.27
C -2.74 -6.08 -3.83
P -1.18 -6.79 -4.40
C -1.24 -7.28 -6.14
C 0.16 -7.74 -6.75
C 0.08 -8.41 -8.14
C 1.42 -8.29 -8.90
C -0.74 -8.45 -3.65
C -0.68 -8.41 -2.09
C 0.17 -9.46 -1.39
C 0.19 -9.19 0.12
C 0.24 -5.69 -4.14
C -0.04 -4.38 -4.95
C 0.87 -3.24 -4.47
C 2.34 -3.51 -4.97
H -7.41 -6.23 -3.68
H -6.68 -7.71 -4.31
H -6.71 -6.27 -5.37
H -5.39 -6.21 -2.67
H -5.19 -5.01 -3.97
H -4.10 -6.88 -5.39
H -3.94 -7.88 -3.89
H -2.56 -6.24 -2.74
H -2.86 -5.05 -4.10
H -1.69 -6.48 -6.76
H -1.77 -8.18 -6.31
H 0.78 -8.34 -6.11
H 0.73 -6.84 -6.81
H -0.67 -7.89 -8.72
H -0.18 -9.47 -7.99
H 2.18 -8.93 -8.36
H 1.82 -7.25 -8.93
H 1.28 -8.73 -9.95
H 0.27 -8.51 -4.04
H -1.41 -9.23 -3.99
H -1.70 -8.51 -1.73
H -0.34 -7.39 -1.89
H 1.18 -9.59 -1.72
H -0.35 -10.40 -1.63
H -0.84 -9.35 0.58
H 0.45 -8.15 0.20
H 0.97 -9.80 0.60
H 1.13 -6.25 -4.25
H 0.23 -5.32 -3.11
H -1.06 -4.07 -4.64
H 0.06 -4.44 -6.04
H 0.83 -3.07 -3.42
H 0.51 -2.37 -5.00
H 2.89 -4.24 -4.34
H 2.95 -2.62 -5.03
H 2.46 -3.99 -5.92
C -0.75 8.93 -11.41
O 0.39 8.54 -11.05
C 1.41 7.35 -11.47
C 2.78 7.60 -10.85
N 3.32 8.88 -11.27
H 3.47 8.79 -12.28
H 2.65 9.67 -11.04
C 4.59 9.51 -10.66
C 4.84 11.02 -11.07
O 3.57 11.62 -11.36
C 3.36 12.92 -11.51
H -1.11 9.73 -10.81
H -1.56 8.01 -11.60
H -1.13 8.82 -12.62
H 1.40 7.49 -12.55
H 0.97 6.47 -11.00
H 3.45 6.82 -11.28
H 2.83 7.43 -9.77
H 5.44 8.86 -10.86
H 4.40 9.45 -9.62
H 5.55 11.06 -11.92
H 5.16 11.50 -10.05
H 2.32 13.21 -11.02
H 2.79 13.21 -12.53
H 4.02 13.68 -11.13
C -2.34 2.90 2.32
O -2.51 2.84 3.77
C -1.33 2.97 4.45
C -0.97 4.42 4.71
N -1.91 4.98 5.80
H -2.52 4.14 5.95
H -1.37 5.16 6.65
C -2.76 6.16 5.35
C -3.79 6.44 6.41
O -4.29 5.19 6.77
C -5.16 5.05 7.93
H -3.03 2.22 1.82
H -1.34 2.60 1.99
H -2.46 3.87 1.92
H -0.44 2.49 4.06
H -1.52 2.42 5.38
H -1.04 4.96 3.78
H 0.09 4.42 5.00
H -3.14 5.85 4.38
H -2.16 7.06 5.12
H -4.45 7.17 6.00
H -3.35 6.99 7.28
H -5.38 3.99 7.90
H -6.13 5.54 7.82
H -4.82 5.30 8.94
B 1.86 0.84 2.46
F 0.42 0.70 2.48
F 2.11 1.99 3.24
F 2.43 -0.31 3.09
F 2.49 1.00 1.18

C17H26FInNO2 | ωB97M-V/def2-TZVPD

Results
* net charge: -1
* 2S+1: 1
* strongest force on any atom: 0.9 eV Å⁻¹

CARTESIAN COORDINATES (ANGSTROEM)
C 0.26 2.95 -0.95
C -0.82 2.13 -1.66
C -0.26 1.00 -2.54
C -0.78 -0.39 -2.12
In 0.23 -1.07 -0.26
F 1.68 0.31 0.12
C -1.17 -0.81 1.48
C -0.52 0.13 2.46
O -1.46 0.87 3.34
C -2.03 1.89 2.71
O -3.21 2.05 2.58
C 0.96 -3.17 -0.35
C 2.44 -3.39 0.03
C 3.37 -2.39 -0.60
C 4.29 -1.68 0.16
C 5.12 -0.74 -0.43
C 5.04 -0.49 -1.79
C 4.14 -1.20 -2.56
C 3.31 -2.14 -1.97
H 0.73 2.37 -0.15
H -0.17 3.85 -0.50
H 1.02 3.28 -1.65
H -1.38 2.83 -2.29
H -1.55 1.75 -0.94
H 0.83 1.04 -2.55
H -0.58 1.18 -3.57
H -1.85 -0.31 -1.91
H -0.58 -1.11 -2.91
H -1.39 -1.76 1.96
H -2.08 -0.37 1.06
H 0.17 -0.40 3.10
H 0.08 0.88 1.94
H -1.31 2.64 2.33
H 0.35 -3.81 0.30
H 0.82 -3.56 -1.36
H 2.53 -3.32 1.12
H 2.75 -4.39 -0.28
H 4.34 -1.86 1.23
H 5.81 -0.17 0.19
H 5.67 0.27 -2.24
H 4.05 -1.02 -3.62
H 2.60 -2.69 -2.58
C -6.56 2.09 2.79
C -7.60 1.23 2.24
N -8.42 0.55 1.82
H -6.82 2.39 3.81
H -5.60 1.59 2.82
H -6.45 2.99 2.19

C24H31Cl2OSi | ωB97M-V/def2-TZVPD

Results
* net charge: +1
* 2S+1: 1
* strongest force on any atom: 1.4 eV Å⁻¹

CARTESIAN COORDINATES (ANGSTROEM)
C 3.03 0.84 -2.34
Si 2.15 1.99 -1.18
C 1.89 1.15 0.47
C 3.06 3.60 -0.99
O 0.63 2.36 -1.85
C -0.54 2.03 -1.22
C -1.21 0.91 -1.58
C -2.44 0.44 -0.88
C -3.76 1.09 -1.37
C -3.97 2.52 -0.89
C -3.07 3.56 -1.58
C -1.93 4.07 -0.72
C -1.03 2.98 -0.14
H 4.02 0.60 -1.92
H 2.49 -0.09 -2.49
H 3.19 1.31 -3.32
H 2.87 0.89 0.89
H 1.37 1.80 1.20
H 1.31 0.22 0.38
H 4.04 3.40 -0.54
H 3.22 4.08 -1.96
H 2.52 4.30 -0.34
H -0.83 0.24 -2.37
H -2.52 -0.64 -1.06
H -2.37 0.59 0.21
H -3.77 1.06 -2.47
H -4.59 0.47 -1.02
H -5.01 2.79 -1.11
H -3.85 2.56 0.20
H -2.66 3.15 -2.51
H -3.69 4.41 -1.86
H -1.31 4.75 -1.32
H -2.33 4.66 0.12
H -1.57 2.40 0.62
H -0.17 3.45 0.37
Cl -4.28 -3.39 4.20
C -2.74 -3.11 3.52
C -1.89 -2.14 4.09
C -0.64 -1.92 3.53
C -0.17 -2.65 2.39
C 1.13 -2.33 1.93
C 1.93 -2.88 0.89
C 3.24 -2.34 0.73
C 4.11 -2.78 -0.25
C 3.71 -3.80 -1.13
Cl 4.77 -4.35 -2.34
C 2.43 -4.36 -1.01
C 1.56 -3.91 -0.02
C -1.06 -3.61 1.84
C -2.32 -3.84 2.40
H -2.22 -1.58 4.96
H 0.02 -1.17 3.97
H 1.65 -1.58 2.53
H 3.56 -1.55 1.42
H 5.11 -2.34 -0.35
H 2.12 -5.15 -1.69
H 0.58 -4.38 0.04
H -0.79 -4.19 0.97
H -2.98 -4.59 1.97

no.,HOMO level (eV),Kohn-Sham gap (eV)
1,-14.675,8.1
2,-4.806,7.6
3,-10.407,4.4